This record from OMol25 describes the molecule C9H12N2. The level of theory is ωB97M-V/def2-TZVPD.

The geometry in XYZ format:
```
23
Properties=species:S:1:pos:R:3:forces:R:3:mulliken_charge:R:1
C -0.93469 1.04837 0.19501 1.251 0.044 0.967 -0.0002
N 0.03074 -1.13598 1.07782 1.819 -1.773 3.753 -0.4728
C -1.86849 1.41703 1.26681 -2.313 3.807 0.291 -1.4255
H 0.28893 -0.76604 -2.01938 0.065 -0.734 -0.156 0.5727
C -0.11889 1.85483 -0.49013 -0.209 1.529 0.227 -0.4383
H -2.01274 2.61805 1.45691 0.746 -2.812 -0.732 0.2852
H 0.79041 1.55062 -2.46168 -0.057 -0.960 1.364 0.3257
C -1.68526 -1.14657 -0.53202 -1.063 -0.027 0.007 0.1963
H 2.65758 -1.31229 -0.89362 0.572 -0.512 -1.120 0.4443
C 0.88064 1.16923 -1.38194 0.057 1.622 -0.205 -0.8486
C 1.81617 -0.95062 -0.36633 -1.003 0.398 0.346 -0.9542
C 0.62372 -0.32562 -1.09595 0.313 0.620 0.362 -0.1011
C 1.21997 -1.91800 0.60199 -3.028 2.305 -1.961 -0.8802
H -1.68562 1.03271 2.23765 0.861 -0.629 0.861 0.3454
H -0.47227 -1.75028 1.76072 -0.155 1.380 -1.308 0.3244
H 1.86420 -2.12961 1.34605 1.901 -0.990 2.723 0.4996
H 1.88182 1.57022 -1.04240 -0.666 -0.860 -0.411 0.3265
H -0.06904 3.00025 -0.35281 -0.415 -1.985 -0.282 0.2921
C -0.56451 -0.43994 0.04341 0.819 1.440 -3.474 1.0836
H 0.77717 -2.75060 0.13995 0.172 -1.763 -0.823 0.3812
H -2.91178 1.11711 1.09908 0.187 -0.205 -0.460 0.3445
H 2.18387 -0.15620 0.25544 0.429 0.538 0.372 0.2904
N -2.69194 -1.59665 -0.84461 -0.283 -0.432 -0.339 -0.5910
```
Forces are in eV/Å.

Values from the calculation:
Net charge: 0
Gap between HOMO and LUMO, eV: 10.1
Relative energy (zero: lowest compared OMol25 entry of this formula, charge and spin), kcal per mole: 67.8
Structure (SMILES): CC1=CC[C@H]2CCN[C@@]12C#N
E_HOMO, eV: -9.2

This record from OMol25 describes a structure of composition C31H22BrF4MnN5O3PS. The level of theory is ωB97M-V/def2-TZVPD.

The geometry in XYZ format:
```
69
Properties=species:S:1:pos:R:3:forces:R:3:mulliken_charge:R:1
Br 1.55456 -2.38826 -1.70982 -0.157 -0.125 0.005 -0.0987
C 2.24364 3.52589 -1.20596 -0.033 -0.087 -0.048 1.1792
H -3.66671 0.71879 -1.33338 -0.022 0.014 0.074 0.3663
C -1.15862 -3.05447 -0.99888 0.165 0.088 0.106 -0.8792
H -3.12639 -2.01224 -5.41278 -0.011 0.010 0.060 0.4112
C -4.45239 -0.93913 2.05806 0.109 0.019 -0.046 -0.9767
H -4.15162 -0.81120 4.18596 0.077 0.006 -0.060 0.3422
C 3.52208 -1.09439 2.45057 -0.199 0.034 0.104 -0.8416
C -2.49194 -1.69822 -3.38869 -0.085 -0.008 0.008 -0.6876
N 3.43355 5.16914 0.58808 -0.052 -0.001 0.082 0.0931
H -1.76191 -2.50004 -3.42387 -0.055 0.019 -0.030 0.3670
C 5.21989 -1.45764 0.81483 -0.003 -0.017 0.042 -0.4564
C 4.45477 -0.84310 -0.15144 0.124 -0.006 -0.130 -0.3094
C -2.64816 -0.95557 -2.21652 0.051 -0.028 0.020 0.4198
N -0.68383 0.75000 1.66389 0.586 1.537 -0.272 -0.3225
C 0.13414 -3.53851 -1.24489 -0.048 0.193 -0.032 0.0974
C -4.19159 -0.39460 -4.48588 0.015 -0.038 -0.005 -0.5231
H -3.20224 2.59971 1.20313 -0.141 -0.069 0.051 0.2426
Mn 1.05214 1.42160 -0.59283 -0.042 0.705 -0.183 0.3680
C -2.40728 -1.09449 0.72615 0.411 0.441 0.556 0.7430
C -0.57178 -5.80188 -0.91626 0.008 -0.069 0.001 0.6219
C 3.46176 5.47890 -0.73036 0.027 0.054 0.019 0.1922
C -1.55828 -0.79980 1.89406 -1.900 -2.300 0.270 -0.9139
H 5.09898 5.65714 1.79171 0.027 -0.038 -0.017 0.3030
C 1.42017 -0.00731 1.86596 0.283 -0.257 0.218 -0.8983
F -0.29488 -7.09790 -0.85656 0.018 -0.149 -0.014 -0.2910
S -0.96944 2.57358 -0.31659 0.194 -0.029 -0.137 -0.4632
H 1.09281 -0.21568 2.87935 -0.036 -0.050 0.050 0.4462
C -3.56211 0.09972 -2.21359 0.053 -0.045 -0.079 -0.3187
O 2.76546 3.75103 2.24441 0.002 0.013 -0.303 -0.7017
C 2.78252 4.00202 1.05233 0.072 -0.002 0.200 0.2976
H 3.52413 5.98923 2.49763 -0.092 0.011 0.069 0.3365
C -2.14020 -4.00911 -0.77471 0.065 0.063 -0.096 0.6147
N -2.56571 1.99594 1.69161 -0.582 0.074 0.225 -0.1839
C -1.40239 1.74018 1.12496 0.701 -0.719 -0.083 0.3103
C 3.20572 -0.30343 0.17084 -0.211 0.251 0.049 0.5494
H 6.19418 -1.84988 0.54911 -0.030 -0.006 -0.007 0.4087
H 4.14424 7.03626 1.20077 -0.004 0.005 -0.033 0.3568
C -2.29409 -0.80820 3.16115 0.600 0.210 -0.533 -1.0093
C -4.33405 0.36976 -3.33702 0.026 0.011 0.062 -0.7336
H -1.70907 -0.75179 4.07488 -0.098 -0.055 -0.030 0.3393
N 0.58546 0.61122 1.10993 -0.747 -0.084 0.334 1.0727
C 4.76250 -1.58098 2.13328 0.205 -0.087 -0.076 -0.7133
O 2.51113 0.32592 -0.76035 0.401 -0.260 -0.063 -0.6014
H -4.39537 -1.24086 -0.04417 0.048 0.001 -0.034 0.4929
H -5.53340 -0.97609 2.11602 0.100 0.002 -0.007 0.4167
C -3.66444 -0.83687 3.21431 -0.111 0.093 0.068 -0.4771
P -1.48539 -1.22877 -0.82452 0.054 -0.065 -0.205 0.8047
H -0.63306 -1.38543 1.93977 0.207 0.511 -0.147 0.6028
C 0.42204 -4.88875 -1.19846 0.151 0.048 -0.040 0.3177
H -2.91367 1.36449 2.41027 0.025 0.154 -0.071 0.2648
H 3.13365 -1.19925 3.45957 0.030 0.029 -0.074 0.4212
C 4.09366 6.01771 1.57768 -0.015 -0.082 -0.118 -1.0305
H -5.04839 1.18522 -3.31570 0.043 -0.041 0.021 0.4057
H 4.79336 -0.75324 -1.17748 0.031 0.017 0.092 0.4930
F 1.65385 -5.34829 -1.42746 -0.020 -0.001 0.011 -0.3334
C -1.86202 -5.36059 -0.72182 -0.068 -0.061 0.007 0.2598
H 2.90510 4.95645 -2.72540 0.006 -0.008 0.109 0.4843
H 5.37774 -2.05957 2.88525 -0.051 0.022 -0.062 0.4124
C -3.79757 -1.08215 0.84607 -0.063 -0.031 -0.061 -0.1701
F -3.41739 -3.66625 -0.63630 -0.163 0.186 0.119 -0.3636
C -3.26038 -1.42406 -4.51206 0.036 0.018 0.027 -0.6943
O 1.64925 2.67725 -1.98388 -0.055 0.091 0.162 -0.6027
H 3.97470 6.39597 -0.98656 0.029 0.026 0.035 0.3548
C 2.72405 -0.45716 1.48503 0.143 0.083 0.027 0.5655
H -4.79966 -0.18789 -5.35816 0.030 0.006 0.026 0.3796
N 2.20996 3.22444 0.08808 0.065 -0.099 0.013 -0.0193
C 2.88601 4.70643 -1.67468 -0.014 -0.023 -0.266 -1.2368
F -2.83177 -6.24093 -0.49766 -0.113 -0.105 0.039 -0.3037
```
Forces are in eV/Å.

Values from the calculation:
Net charge: 0
Gap between HOMO and LUMO (alpha / beta), eV: 5.9 / 6.1
2S+1: 5
Relative energy (zero: lowest compared OMol25 entry of this formula, charge and spin), kcal per mole: 54.6
Expectation value of S²: 6.062
E_HOMO (alpha / beta), eV: -6.9 / -6.9

This record from OMol25 describes a structure of composition C24H15F6I2N4O5S2Zr. The level of theory is ωB97M-V/def2-TZVPD.

The geometry in XYZ format:
```
59
Properties=species:S:1:pos:R:3:forces:R:3:mulliken_charge:R:1
H 1.74205 -5.25598 -4.20343 -0.003 -0.001 -0.004 0.4625
C 2.57049 0.73486 1.55899 -0.083 0.099 0.151 0.6498
S -2.89465 1.90847 -1.07842 -0.196 0.138 0.079 1.0985
O 1.85568 0.70747 0.41485 -0.616 -0.078 -0.159 -0.6629
C 3.88710 0.84096 3.99320 -0.014 0.036 0.005 -0.4224
N -0.44258 -0.01223 2.10008 -0.015 -0.014 -0.195 0.3434
O -0.39958 1.25772 -4.10859 -0.008 -0.062 0.024 -0.5552
F -1.24736 4.40011 -2.23211 -0.009 0.015 -0.025 -0.1739
F -3.34561 -0.57463 -0.42261 -0.070 0.025 -0.033 -0.1836
C 0.88911 -4.60250 -4.08509 0.004 -0.008 -0.002 -0.7040
C -0.26962 -2.85598 -2.90449 0.007 -0.012 0.000 0.2530
Zr -0.04265 0.85984 -0.02116 1.069 -0.168 0.004 1.4771
C 3.93490 -0.31593 3.23087 0.017 -0.080 -0.029 -0.2765
C -0.40975 2.27819 2.91715 -0.005 -0.015 -0.012 -1.1116
H 2.03783 3.35706 0.83960 0.010 0.004 0.005 0.3783
H 1.74681 3.88177 2.50402 -0.016 0.004 -0.006 0.4949
C -0.51164 -1.34497 2.28928 0.023 0.031 0.000 -0.4014
C -4.04899 0.48522 -0.80582 0.103 -0.072 0.025 0.5909
C -0.31402 -1.91089 -1.83320 0.003 0.009 0.028 0.5177
C -0.16775 -4.67393 -4.99081 -0.007 0.039 0.043 0.5869
I 3.25232 -2.12853 0.89910 0.009 -0.019 0.002 0.1547
F -0.00003 4.18485 -3.99009 0.033 -0.024 -0.028 -0.1679
N 0.24624 2.64225 1.64509 -0.046 -0.054 -0.057 -0.3336
C -0.34069 -1.09568 -0.92560 -0.087 0.375 0.156 -0.1338
H -2.17629 -2.27297 -3.70572 0.003 0.005 0.006 0.4945
H -0.24086 3.45744 1.28002 -0.011 -0.021 -0.033 0.3152
C 0.83817 -3.69502 -3.04555 -0.015 0.011 -0.003 -0.4983
F -4.88783 0.83348 0.15257 0.007 0.033 0.036 -0.1883
C 3.26938 -0.37710 2.01201 -0.007 0.117 0.027 -0.4084
C 2.50799 1.89511 2.33517 -0.010 -0.111 -0.098 0.7910
C -0.52149 -1.91098 3.54556 0.031 0.010 0.031 -0.8645
N -0.07219 -6.37350 -6.93701 -0.001 0.002 0.004 -0.4320
C -0.11486 -5.61834 -6.07301 0.000 -0.029 -0.035 -0.1055
O -2.01486 1.89119 0.13251 0.268 -0.239 -0.007 -0.5871
H -0.55133 -1.94754 1.39291 -0.002 -0.012 0.009 0.6039
C -0.37538 0.79467 3.17318 -0.059 0.023 0.026 0.8999
O -3.67088 3.08314 -1.22897 0.009 0.029 -0.043 -0.5333
H 4.48178 -1.17937 3.58393 -0.002 0.002 0.001 0.4014
N -2.08791 1.38063 -2.30231 -0.319 -0.017 -0.263 -0.3869
C -0.43736 -1.07901 4.65181 -0.006 0.001 -0.037 -0.4794
I 4.86772 0.91339 5.82837 -0.005 -0.002 -0.010 0.1396
C -0.36533 0.29099 4.46081 0.042 0.006 -0.003 -1.0469
H -0.29687 0.96874 5.30074 0.002 0.001 0.000 0.5194
C 1.67931 3.03351 1.81896 0.009 0.028 0.042 -1.2334
C 3.17078 1.94506 3.54969 0.024 0.026 0.046 -0.7739
H -2.08432 -3.90207 -5.56976 0.000 0.000 -0.001 0.4578
F -2.13026 3.80874 -4.12527 -0.017 -0.001 -0.019 -0.1772
O 0.26064 2.03252 -1.85886 -0.076 -0.096 0.535 -0.8189
H 0.03973 2.81103 3.75776 -0.002 0.005 0.000 0.4795
H -0.58093 -2.98468 3.64628 0.006 0.000 0.004 0.4913
S -0.77181 1.94094 -2.93079 -0.006 0.100 -0.326 0.9709
H 3.12935 2.84488 4.15119 -0.003 -0.001 -0.003 0.4436
C -1.32436 -2.92970 -3.81655 0.002 -0.016 -0.008 -0.4303
H -0.42716 -1.49103 5.65191 0.000 -0.003 0.001 0.4502
C -1.06124 3.72268 -3.36425 0.018 -0.027 0.175 0.5768
C -1.27402 -3.83688 -4.85736 0.007 0.001 0.001 -0.7546
H 1.65399 -3.62440 -2.33938 0.001 -0.001 0.000 0.4837
H -1.45698 2.58280 2.85543 0.003 0.001 -0.008 0.5055
F -4.70192 0.22416 -1.91685 0.007 0.006 -0.019 -0.1864
```
Forces are in eV/Å.

Values from the calculation:
Net charge: +1
Gap between HOMO and LUMO, eV: 7.6
Relative energy (zero: lowest compared OMol25 entry of this formula, charge and spin), kcal per mole: 4.6
E_HOMO, eV: -11.3

This record from OMol25 describes a structure of composition CH3NO2S. The level of theory is ωB97M-V/def2-TZVPD.

The geometry in XYZ format:
```
8
Properties=species:S:1:pos:R:3:forces:R:3:mulliken_charge:R:1
S 0.18016 1.35263 0.26715 -0.283 1.269 -0.730 -0.0930
H -1.96050 0.47769 -0.30712 -0.580 -0.899 -0.017 0.2935
H -1.12108 1.35241 -1.50548 -0.676 1.820 -1.497 0.2698
N 1.59788 -1.07874 1.04581 -1.370 2.539 -0.618 0.7676
H -0.56698 -0.16764 -1.46104 -0.489 -0.846 0.539 0.3072
O 2.17987 -2.07476 1.18472 0.237 -1.244 0.892 -0.4014
C -1.03238 0.57761 -0.82248 1.663 0.039 0.889 -0.7804
O 0.72302 -0.43918 1.59843 1.496 -2.677 0.542 -0.3632
```
Forces are in eV/Å.

Values from the calculation:
Net charge: 0
Gap between HOMO and LUMO (alpha / beta), eV: 7.9 / 6.8
Relative energy (zero: lowest compared OMol25 entry of this formula, charge and spin), kcal per mole: 124.0
E_HOMO (alpha / beta), eV: -8.7 / -8.5

Question: Which formula does entry 4 have?
Answer: CH3NO2S